C40H63N8O4PRe | ωB97M-V/def2-TZVPD

**<S²>**: 3.774
**Kohn-Sham gap (alpha / beta)**: 6.4 / 6.4 eV
**Total charge**: +2
**2S+1**: 4
**E_HOMO (alpha / beta)**: -12.57 / -12.92 eV
**Energy above the lowest of the compared OMol25 structures with the same formula, charge and spin**: 0.0 kcal/mol

XYZ file:
```
117
Properties=species:S:1:pos:R:3:forces:R:3
Re -0.410815 -0.445009 -0.051410 0.3 -0.5 0.0
O 2.119813 -4.188160 0.586103 0.0 0.0 0.0
C 3.270716 -3.525348 0.818457 0.0 0.1 0.0
C 4.400506 -4.303704 1.061746 0.0 0.0 0.0
C 5.620002 -3.706956 1.291233 0.0 0.0 0.0
C 5.753605 -2.314951 1.280705 0.0 0.0 0.0
C 4.649679 -1.537841 1.040246 0.0 0.0 0.0
C 3.386870 -2.119527 0.809144 0.0 0.0 0.0
C 2.251312 -1.252867 0.553906 -0.1 -0.1 0.0
O 1.058560 -1.796506 0.433241 0.2 0.0 0.0
N 2.420094 0.056445 0.480262 0.2 0.0 0.0
N 1.244898 0.670100 0.187180 0.0 0.4 0.0
C 1.173355 1.956854 0.084494 -0.1 -0.1 0.0
C -0.150086 2.481053 -0.216747 0.0 0.0 0.0
C -0.429295 3.831559 -0.336401 0.0 0.0 0.0
C -1.729489 4.232198 -0.602675 0.0 0.0 0.0
C -2.719517 3.271158 -0.739006 0.0 0.0 0.0
C -2.376048 1.938339 -0.611757 0.0 0.0 0.0
N -1.123764 1.543313 -0.362829 -0.1 0.0 0.2
H 1.427044 -3.536185 0.397197 0.0 0.0 0.0
H 4.287820 -5.379347 1.062840 0.0 0.0 0.0
H 6.485544 -4.328833 1.478645 0.0 0.0 0.0
H 6.715604 -1.856511 1.460065 0.0 0.0 0.0
H 4.728458 -0.459913 1.026274 0.0 0.0 0.0
H 2.051364 2.575521 0.217566 0.0 0.0 0.0
H 0.368124 4.552892 -0.220639 0.0 0.0 0.0
H -1.967733 5.282717 -0.699712 0.0 0.0 0.0
H -3.744435 3.542507 -0.946397 0.0 0.0 0.0
H -3.114362 1.153574 -0.719345 0.0 0.0 0.0
C -3.240158 -5.217170 -0.333254 0.0 0.0 0.0
N -3.199223 -3.760529 -0.231997 0.1 0.0 -0.1
C -3.949342 -3.058246 -1.258206 0.0 0.0 0.0
C -2.316208 -3.109959 0.553516 -0.2 0.2 0.2
O -1.814779 -2.001384 0.157453 -0.2 0.0 0.0
N -2.064518 -3.625496 1.766654 0.0 0.0 0.0
C -0.925646 -3.232017 2.586573 0.0 -0.1 0.0
C -3.016506 -4.491036 2.463796 0.0 0.0 0.0
H -3.034882 -5.494861 -1.368693 0.0 0.0 0.0
H -4.218089 -5.611605 -0.055536 0.0 0.0 0.0
H -2.478946 -5.667904 0.293868 0.0 0.0 0.0
H -5.009990 -3.288834 -1.148309 0.0 0.0 0.0
H -3.631883 -3.374523 -2.251155 0.0 0.0 0.0
H -3.805699 -1.987250 -1.161080 0.0 0.0 0.0
H -0.174884 -2.736681 1.989583 0.0 0.1 0.0
H -0.482684 -4.129178 3.019266 0.0 0.0 0.0
H -1.244249 -2.580282 3.402862 0.0 0.0 0.0
H -3.987499 -4.461204 1.979198 0.0 0.0 0.0
H -3.122965 -4.117453 3.482116 0.0 0.0 0.0
H -2.663316 -5.521015 2.514785 0.0 0.0 0.0
C -2.311542 -1.642658 -4.264097 0.0 0.0 0.0
C -1.268658 -0.536987 -4.460206 0.0 0.0 0.0
C -1.919422 0.748312 -3.919712 0.0 0.0 0.0
C -0.996138 -0.378893 -5.961204 0.0 0.0 0.0
P 0.237201 -0.959105 -3.421722 0.1 -0.2 -0.1
N -0.132723 -0.748786 -1.884933 -0.1 0.3 0.0
C 1.667420 0.151824 -3.924798 0.0 0.0 0.0
C 1.164923 1.600560 -4.026545 0.0 0.0 0.0
C 2.757607 0.166663 -2.844847 0.0 0.0 0.0
C 2.308889 -0.245373 -5.262333 0.0 0.0 0.0
C 0.685307 -2.778206 -3.614471 0.0 0.0 0.0
C -0.297250 -3.632214 -2.789570 0.0 0.0 0.0
C 0.692049 -3.286201 -5.061660 0.0 0.0 0.0
C 2.073921 -3.019526 -3.002419 0.0 0.0 0.0
H -3.254321 -1.305808 -4.699919 0.0 0.0 0.0
H -2.475145 -1.829259 -3.205271 0.0 0.0 0.1
H -2.042468 -2.573174 -4.757591 0.0 0.0 0.0
H -2.908126 0.842093 -4.373668 0.0 0.0 0.0
H -1.366263 1.650909 -4.157985 0.0 0.0 0.0
H -2.047240 0.688829 -2.839293 0.0 0.0 0.0
H -1.957534 -0.239247 -6.461319 0.0 0.0 0.0
H -0.526410 -1.255645 -6.402830 0.0 0.0 0.0
H -0.388505 0.493439 -6.191288 0.0 0.0 0.0
H 0.636904 1.912045 -3.121290 0.0 0.0 0.0
H 0.522792 1.769975 -4.886207 0.0 0.0 0.0
H 2.035945 2.248184 -4.144753 0.0 0.0 0.0
H 2.356544 0.452682 -1.878927 0.0 0.0 0.0
H 3.496727 0.917810 -3.133104 0.0 0.0 0.0
H 3.283471 -0.774340 -2.732827 0.0 -0.1 0.0
H 1.599932 -0.306487 -6.084635 0.0 0.0 0.0
H 2.846836 -1.188211 -5.197707 0.0 0.0 0.0
H 3.040997 0.523288 -5.520704 0.0 0.0 0.0
H -1.254239 -3.763126 -3.286775 0.0 0.0 0.0
H -0.468040 -3.205856 -1.800578 0.0 0.0 0.0
H 0.143712 -4.623450 -2.664445 0.0 0.0 0.0
H -0.295847 -3.271888 -5.517441 0.0 0.0 0.0
H 1.025460 -4.326519 -5.052008 0.0 0.0 0.0
H 1.375894 -2.734162 -5.702606 0.0 0.0 0.0
H 2.146683 -2.628766 -1.986862 0.0 0.0 0.0
H 2.877010 -2.602876 -3.603511 0.0 0.0 0.0
H 2.236331 -4.097854 -2.950958 0.0 0.0 0.0
C 3.125266 2.190037 3.479440 0.0 0.0 0.0
C 2.209304 2.074496 4.691088 0.0 0.1 0.0
N 2.257912 0.770009 5.338919 0.0 -0.1 0.0
C 3.432230 0.425979 6.153019 0.0 0.0 0.0
C 4.379700 -0.529374 5.443236 0.0 0.0 0.0
C 1.288122 -0.157403 5.241776 0.0 0.1 0.0
O 1.297807 -1.233069 5.815066 0.0 0.0 0.0
C 0.112955 0.104080 4.328401 0.0 0.0 0.0
C -1.172171 0.251408 4.834704 0.0 0.0 0.0
C -2.243671 0.262906 3.955932 0.0 0.0 0.0
C -2.002783 0.092666 2.606276 0.0 0.1 0.0
N -0.765365 -0.042883 2.110321 0.1 -0.2 0.0
C 0.272241 -0.023214 2.962501 -0.1 -0.1 0.1
H 2.992940 3.164544 3.005160 0.0 0.0 0.0
H 2.918581 1.405659 2.746444 0.0 0.0 0.0
H 4.173015 2.104238 3.766614 0.0 0.0 0.0
H 1.177526 2.292695 4.417206 0.0 0.0 0.0
H 2.490772 2.822703 5.434649 0.0 0.0 0.0
H 3.075725 -0.021170 7.079775 0.0 0.0 0.0
H 3.931403 1.362303 6.403333 0.0 0.0 0.0
H 3.873637 -1.467550 5.217494 0.0 0.0 0.0
H 5.231853 -0.752275 6.085102 0.0 0.0 0.0
H 4.759885 -0.099452 4.515426 0.0 0.0 0.0
H -1.329243 0.327665 5.903156 0.0 0.0 0.0
H -3.258599 0.375081 4.310489 0.0 0.0 0.0
H -2.814934 0.045165 1.891158 0.0 0.0 0.0
H 1.258125 -0.174725 2.542132 0.0 0.1 0.1
```
Positions in Å, forces in eV/Å.

=====

C22H21N2O9W | ωB97M-V/def2-TZVPD

**Kohn-Sham gap**: 6.2 eV
**Total charge**: +1
**2S+1**: 1
**E_HOMO**: -10.62 eV

XYZ file:
```
55
Properties=species:S:1:pos:R:3:forces:R:3
W -0.305100 -0.323400 -0.115900 -2.4 -3.0 5.3
O -1.601700 -0.675200 2.764200 0.0 0.5 -0.1
C -1.565400 0.120200 1.657600 -0.8 -0.4 -0.6
O -2.202700 -0.289100 0.581700 -0.4 0.2 0.4
C -1.447700 1.622500 1.915500 0.2 0.0 0.0
O -0.470600 2.171300 1.021800 0.1 0.3 0.4
C 0.807200 2.461600 1.591200 0.1 -0.4 0.0
C 1.636200 1.160500 1.803000 -0.7 0.8 0.0
O 2.690500 1.154700 2.373600 0.1 0.0 0.0
O 1.018200 0.122300 1.312700 0.8 -0.2 0.0
H -2.102100 -1.495700 2.597200 0.2 0.4 -0.2
H -1.194000 1.817100 2.962500 0.0 -0.1 -0.2
H -2.405400 2.100200 1.661400 0.2 -0.2 0.2
H 0.703700 2.992000 2.541800 0.1 -0.1 -0.1
H 1.328900 3.110300 0.878800 -0.1 -0.1 0.2
O -0.154200 -2.047200 0.672700 0.2 -0.3 0.0
C -1.013500 -3.051900 0.824300 -0.9 -1.0 -0.4
C -1.137600 -3.716400 2.051900 0.3 0.3 -0.3
C -2.090600 -4.704100 2.222200 0.0 0.1 -0.1
C -2.924500 -5.071200 1.173800 0.0 0.0 -0.1
C -2.770800 -4.481800 -0.065100 0.3 0.2 0.1
C -1.826700 -3.469300 -0.260400 0.3 0.0 0.7
C -1.623900 -2.832900 -1.542300 0.1 0.5 0.2
N -1.125400 -1.597500 -1.700600 -0.5 -1.0 -0.2
C -1.079800 -1.376800 -3.057900 -0.1 -0.1 -0.3
C -1.550700 -2.473300 -3.709100 0.2 0.5 -0.3
N -1.884900 -3.381200 -2.749000 0.0 0.1 0.5
H -0.467700 -3.437400 2.851400 0.0 0.1 0.1
H -2.180300 -5.193600 3.179700 0.0 0.0 0.1
H -3.687900 -5.815300 1.324100 -0.1 -0.2 0.0
H -3.401700 -4.785400 -0.885600 -0.2 0.0 -0.1
H -0.724700 -0.453100 -3.475300 -0.1 -0.1 -0.1
H -1.667900 -2.664900 -4.755200 0.0 -0.1 -0.2
H -2.225900 -4.317100 -2.907800 0.0 0.1 0.1
C -2.772900 4.508800 -4.297300 -0.7 0.2 0.2
O -1.471500 4.184700 -4.735200 1.1 -0.9 0.4
C -0.759500 3.267300 -4.057500 -0.2 0.1 0.0
C 0.531900 2.982200 -4.545200 0.3 0.0 -0.2
C 1.335100 2.064200 -3.931400 -0.1 0.0 0.2
C 0.925100 1.333600 -2.774200 -0.8 0.7 0.0
C 1.733700 0.362600 -2.153200 -0.5 -1.7 2.2
C 3.141100 0.024200 -2.528800 -0.4 -0.1 0.0
O 1.256300 -0.341100 -1.110300 4.5 2.4 -5.0
C -0.395100 1.650800 -2.287300 0.4 -0.4 0.1
O -0.878400 1.015000 -1.198700 -0.6 2.8 -3.2
C -1.200900 2.583600 -2.925600 -0.3 -0.1 0.4
H -3.143700 5.244900 -5.006100 0.0 0.0 0.1
H -2.764100 4.947700 -3.295900 0.1 0.0 -0.1
H -3.430200 3.634800 -4.308900 0.1 0.0 0.0
H 0.875700 3.515300 -5.417900 0.0 0.0 -0.1
H 2.311600 1.878900 -4.346200 0.1 0.0 -0.1
H 3.455600 0.492500 -3.451300 0.0 0.0 -0.1
H 3.235400 -1.057900 -2.617400 0.0 0.0 0.0
H 3.812200 0.333500 -1.725800 -0.1 0.1 0.1
H -2.176800 2.752100 -2.497400 -0.1 0.0 0.0
```
Positions in Å, forces in eV/Å.

=====

C37H39N2O3 | ωB97M-V/def2-TZVPD

**Kohn-Sham gap**: 6.0 eV
**Total charge**: +1
**2S+1**: 1
**E_HOMO**: -11.02 eV
**Energy above the lowest of the compared OMol25 structures with the same formula, charge and spin**: 0.0 kcal/mol

XYZ file:
```
81
Properties=species:S:1:pos:R:3:forces:R:3
O 0.027339 0.626232 0.581265 0.3 0.3 0.5
C -0.323847 1.177991 -0.425398 0.0 -0.5 -0.1
O -1.560727 1.670508 -0.576721 0.1 0.9 -0.2
C 0.555031 1.379800 -1.622866 -0.3 0.6 -0.4
C 1.792486 2.247991 -1.292472 0.0 -0.5 0.3
C 1.506382 3.239800 -0.210055 0.2 0.0 -0.3
C 2.037530 3.060009 1.077585 -0.2 0.1 0.1
C 1.699491 3.949205 2.068810 0.0 -0.2 -0.1
O 2.142421 3.894416 3.337484 -0.3 0.0 -0.1
C 0.848515 4.996804 1.710168 0.2 0.1 0.2
N 0.438736 5.088781 0.463194 0.1 -0.2 -0.2
N 0.722558 4.254479 -0.527316 -0.1 0.3 0.4
H -1.911121 1.904494 0.295362 -0.3 -0.6 0.1
H -0.028231 1.895865 -2.379203 -0.1 -0.2 -0.2
H 0.877073 0.408807 -1.983381 0.1 0.0 -0.1
H 2.130930 2.761410 -2.186344 0.0 0.0 -0.1
H 2.583059 1.586692 -0.949502 0.2 0.0 0.0
H 2.686358 2.218561 1.268285 0.0 -0.1 0.1
H 1.835407 3.072144 3.748252 0.3 -0.1 0.2
H 0.519119 5.732459 2.428134 -0.1 0.1 0.0
H -0.160199 5.863546 0.200141 -0.1 0.0 -0.1
C 0.672729 -2.277536 1.766363 0.0 0.0 -0.1
C 1.095090 -2.862772 2.952354 0.0 0.0 0.0
C 1.401009 -4.216332 2.988486 0.0 0.0 0.0
C 1.294822 -4.983118 1.836160 0.0 0.0 0.0
C 0.875077 -4.399216 0.649212 -0.1 0.0 0.0
C 0.556059 -3.048502 0.617834 0.0 0.0 0.0
H 0.447001 -1.221266 1.711029 0.0 -0.1 0.1
H 1.189086 -2.264196 3.849703 0.0 0.0 0.0
H 1.726003 -4.674008 3.913585 0.0 0.0 0.0
H 1.539423 -6.036693 1.863423 0.0 0.0 0.0
H 0.793639 -4.997639 -0.249152 0.0 0.0 0.0
H 0.220226 -2.592135 -0.306982 0.0 0.0 0.0
C -0.893145 3.171392 5.130405 0.1 0.1 0.0
C -0.097823 4.060586 5.842708 0.0 0.0 -0.1
C -0.504381 4.508758 7.091339 0.0 0.0 0.0
C -1.703316 4.061585 7.626972 0.0 0.0 0.0
C -2.495865 3.170354 6.915641 0.0 0.0 0.0
C -2.093549 2.725119 5.665253 0.0 0.0 0.0
H -0.580889 2.816096 4.151638 0.0 0.0 0.0
H 0.839954 4.406806 5.427297 0.0 0.1 0.0
H 0.112213 5.203503 7.645648 0.0 0.0 0.0
H -2.020591 4.406613 8.601735 0.0 0.0 0.0
H -3.428491 2.821189 7.337637 0.0 0.0 0.0
H -2.712307 2.031430 5.111356 0.0 0.0 0.0
C -0.995951 -2.349140 -4.001432 0.0 0.0 0.1
C -0.787673 -3.197218 -5.079363 0.0 0.0 0.0
C -0.727281 -2.680690 -6.366238 0.0 0.0 0.0
C -0.870082 -1.316039 -6.576258 0.0 0.0 0.0
C -1.075808 -0.466356 -5.498346 0.0 0.0 0.0
C -1.139711 -0.984783 -4.212512 0.0 0.0 0.1
H -1.048353 -2.752251 -2.997250 0.0 0.0 0.0
H -0.673808 -4.260807 -4.917050 0.0 0.0 0.0
H -0.570741 -3.343029 -7.207226 0.0 0.0 0.0
H -0.822367 -0.915314 -7.580200 0.0 0.0 0.0
H -1.187667 0.598104 -5.661915 0.0 0.0 0.0
H -1.310678 -0.323880 -3.370063 -0.1 0.0 0.0
C 2.763170 -1.314719 -2.726203 0.0 0.0 0.0
C 3.497230 -0.806233 -3.789080 0.0 0.1 0.0
C 4.884577 -0.828802 -3.743125 0.0 0.0 0.0
C 5.534586 -1.366866 -2.640086 0.0 0.0 0.0
C 4.799029 -1.878480 -1.579211 0.0 0.1 0.0
C 3.411811 -1.847416 -1.619652 -0.1 0.0 0.1
H 1.681792 -1.307534 -2.769121 -0.1 -0.1 -0.1
H 2.987574 -0.401570 -4.655116 0.0 0.0 0.0
H 5.459739 -0.433423 -4.570113 0.0 0.0 0.0
H 6.616009 -1.391245 -2.609714 0.0 0.0 0.0
H 5.306132 -2.302137 -0.722114 0.0 0.0 0.0
H 2.833804 -2.242820 -0.793087 0.0 0.0 0.0
C -4.065189 -0.566891 -0.784584 0.0 0.0 0.0
C -3.231209 -1.442627 -0.101229 0.0 0.1 0.0
C -3.602275 -2.769735 0.062655 0.0 0.0 0.0
C -4.805668 -3.220240 -0.461909 0.0 0.0 0.0
C -5.638105 -2.344919 -1.146483 0.0 0.0 0.0
C -5.269725 -1.016604 -1.306560 0.0 0.0 0.0
H -3.772157 0.466580 -0.912414 0.0 0.0 0.0
H -2.288365 -1.092610 0.304853 0.0 0.0 0.0
H -2.953845 -3.451235 0.598475 0.0 0.0 0.0
H -5.095102 -4.255331 -0.337637 0.0 0.0 0.0
H -6.574504 -2.699261 -1.556565 0.0 0.0 0.0
H -5.919472 -0.334490 -1.839193 0.0 0.0 0.0
```
Positions in Å, forces in eV/Å.